# C25H34N4O4STi

A molecular structure, C25H34N4O4STi (ωB97M-V/def2-TZVPD, OMol25).

```
69
Properties=species:S:1:pos:R:3:lowdin_spin:R:1
Ti 1.13 0.28 -1.62 0.75
N 2.67 1.76 -1.27 0.01
C 3.76 1.36 -2.19 0.01
C 3.89 -0.17 -2.11 0.01
O 4.96 -0.74 -2.11 0.01
N 2.67 -0.74 -1.99 0.01
C 2.62 -2.10 -1.52 0.00
C 1.46 -2.15 -0.53 0.00
O 1.30 -3.01 0.30 0.00
O 0.63 -1.14 -0.71 0.00
H 2.99 1.55 -0.31 0.00
H 2.56 2.77 -1.32 0.00
H 3.52 1.66 -3.22 0.00
H 4.72 1.81 -1.92 0.00
H 2.42 -2.83 -2.32 0.00
H 3.56 -2.39 -1.03 0.00
C -0.50 -2.37 -3.95 0.00
C -1.48 -1.31 -3.42 0.00
C -2.28 -1.90 -2.26 0.00
C -0.76 -0.03 -3.05 0.01
C -1.11 0.74 -1.92 0.03
C -0.53 2.02 -1.71 0.04
C 0.30 2.59 -2.69 0.01
C 0.63 4.05 -2.63 0.00
C 0.73 1.79 -3.74 0.04
C 0.27 0.47 -3.87 0.02
H -1.01 -3.32 -4.04 0.00
H 0.33 -2.49 -3.24 0.00
H -0.10 -2.11 -4.93 0.00
H -2.18 -1.05 -4.23 0.00
H -1.61 -2.14 -1.43 0.00
H -2.76 -2.82 -2.58 0.00
H -3.06 -1.23 -1.92 0.00
H -1.91 0.42 -1.26 0.00
H -0.93 2.63 -0.90 0.00
H -0.13 4.60 -3.20 0.00
H 1.59 4.28 -3.09 0.00
H 0.60 4.44 -1.62 0.00
H 1.35 2.21 -4.52 0.00
H 0.56 -0.08 -4.76 0.00
C -2.75 -2.93 1.86 0.00
C -1.46 -2.16 1.66 0.00
C -0.84 -1.67 2.98 0.00
N 0.50 -1.15 2.76 0.00
C 0.83 -0.14 1.97 0.00
S 2.38 0.02 1.35 0.01
N -0.09 0.80 1.58 0.01
C -1.17 1.41 2.22 0.00
O -1.97 1.99 1.51 0.00
C -1.20 1.39 3.69 0.00
C -2.43 1.37 4.35 0.00
C -2.48 1.39 5.73 0.00
C -1.31 1.47 6.46 0.00
C -0.08 1.53 5.81 0.00
C -0.02 1.49 4.43 0.00
H -3.12 -3.28 0.91 0.00
H -3.51 -2.31 2.33 0.00
H -2.57 -3.80 2.49 0.00
H -1.65 -1.29 1.03 0.00
H -0.73 -2.79 1.16 0.00
H -0.75 -2.50 3.68 0.00
H -1.47 -0.90 3.43 0.00
H 1.25 -1.82 2.92 0.00
H 0.12 1.22 0.66 0.01
H -3.34 1.32 3.76 0.00
H -3.43 1.35 6.24 0.00
H -1.35 1.51 7.54 0.00
H 0.83 1.62 6.39 0.00
H 0.93 1.56 3.93 0.00
```

Frontier orbital gap (spin up / spin down)   7.41 / 7.34 eV
Energy above the lowest of the compared OMol25 structures with the same formula, charge and spin   148.0 kJ/mol
Lowest unoccupied orbital energy (spin up / spin down)   -3.677 / -4.150 eV
Total charge   +1
Expectation value of S²   0.7539
Spin multiplicity   2
E_HOMO (spin up / spin down)   -0.40737 / -0.42213 Ha

# C25H34N4O6

C25H34N4O6 in the gas phase (ωB97M-V/def2-TZVPD, OMol25).

```
69
Properties=species:S:1:pos:R:3:nbo_charge:R:1
C -1.04 -0.23 -3.82 -0.60
H -0.67 -0.13 -4.84 0.21
H -0.54 -1.08 -3.35 0.20
H -2.10 -0.44 -3.86 0.20
C -0.76 1.05 -3.03 -0.21
C 0.74 1.32 -2.99 -0.61
H 0.95 2.31 -2.60 0.21
H 1.16 1.27 -4.00 0.21
H 1.26 0.59 -2.37 0.21
H -1.25 1.88 -3.53 0.19
C -1.36 0.90 -1.62 -0.39
C -1.23 2.16 -0.75 -0.15
N 0.09 2.29 -0.21 -0.60
C 0.66 3.49 -0.04 0.63
O 0.17 4.56 -0.35 -0.65
C 2.03 3.45 0.54 0.09
C 2.94 2.49 0.93 -0.01
N 4.09 3.10 1.35 -0.47
C 3.89 4.38 1.22 0.19
N 2.66 4.65 0.73 -0.49
H 2.22 5.53 0.52 0.45
H 4.61 5.14 1.47 0.20
C 2.85 1.02 0.96 0.67
O 1.84 0.38 0.71 -0.66
N 4.02 0.45 1.30 -0.58
H 4.78 1.07 1.52 0.43
C 4.15 -0.99 1.46 -0.14
C 3.36 -1.66 0.31 0.83
O 3.55 -1.36 -0.84 -0.62
O 2.58 -2.61 0.77 -0.53
C 1.71 -3.37 -0.11 0.29
C 0.94 -4.29 0.83 -0.62
H 0.37 -3.71 1.55 0.22
H 0.26 -4.92 0.27 0.21
H 1.63 -4.93 1.38 0.21
C 2.54 -4.18 -1.10 -0.65
H 1.89 -4.79 -1.72 0.21
H 3.24 -4.82 -0.57 0.21
H 3.11 -3.51 -1.75 0.24
C 0.75 -2.42 -0.83 -0.65
H -0.01 -2.99 -1.35 0.21
H 0.28 -1.77 -0.10 0.23
H 1.30 -1.80 -1.54 0.24
C 3.70 -1.43 2.85 -0.61
H 4.29 -0.91 3.61 0.21
H 2.65 -1.20 2.99 0.23
H 3.84 -2.50 2.97 0.22
H 5.21 -1.24 1.30 0.23
H 0.57 1.45 0.14 0.45
C -2.25 2.08 0.38 0.80
O -1.99 1.84 1.53 -0.59
O -3.49 2.30 -0.08 -0.51
C -4.56 2.17 0.86 -0.11
C -4.88 0.73 1.11 0.03
C -4.89 0.20 2.40 -0.22
C -5.17 -1.14 2.60 -0.21
C -5.44 -1.96 1.53 -0.22
C -5.43 -1.45 0.24 -0.20
C -5.15 -0.11 0.04 -0.24
H -5.14 0.30 -0.97 0.21
H -5.63 -2.09 -0.60 0.21
H -5.65 -3.01 1.69 0.21
H -5.17 -1.54 3.61 0.21
H -4.66 0.84 3.24 0.22
H -4.27 2.67 1.80 0.21
H -5.40 2.69 0.40 0.20
H -1.46 3.06 -1.34 0.25
H -2.42 0.66 -1.72 0.22
H -0.87 0.08 -1.10 0.21
```

Frontier orbital gap   9.84 eV
SMILES   CC(C)C[C@H](NC(=O)c1[nH]cnc1C(=O)N[C@@H](C)C(=O)OC(C)(C)C)C(=O)OCc1ccccc1
Energy above the lowest of the compared OMol25 structures with the same formula, charge and spin   11.1 kJ/mol
Lowest unoccupied orbital energy   0.684 eV
Spin multiplicity   1
E_HOMO   -0.33643 Ha

# C25H34N7O2S3Sr

A molecular structure, C25H34N7O2S3Sr (ωB97M-V/def2-TZVPD, OMol25).

```
72
Properties=species:S:1:pos:R:3:mulliken_charge:R:1
Sr -0.19 0.65 0.11 1.44
O 3.78 -0.66 4.34 -0.71
C 4.54 -0.34 3.28 0.42
C 5.92 -0.45 3.42 -0.67
C 6.76 -0.13 2.37 -0.26
C 6.24 0.30 1.15 -0.88
C 4.87 0.40 1.02 -0.52
C 3.99 0.09 2.06 0.28
C 2.52 0.20 1.79 1.08
O 2.13 0.40 0.60 -0.96
N 1.76 0.10 2.88 -0.82
N 0.38 0.16 2.66 0.32
C -0.31 0.29 3.72 -0.27
S 0.46 0.41 5.32 -0.16
C -1.10 0.15 6.22 -0.53
C -2.20 0.85 5.44 -0.68
S -2.06 0.36 3.69 0.05
H 2.84 -0.45 4.07 0.56
H 6.31 -0.79 4.37 0.40
H 7.84 -0.22 2.50 0.35
H 6.89 0.54 0.33 0.39
H 4.42 0.72 0.08 0.30
H -0.97 0.56 7.22 0.38
H -1.28 -0.92 6.28 0.27
H -2.09 1.93 5.51 0.26
H -3.19 0.55 5.78 0.37
S -2.86 0.49 0.20 -1.02
C -0.23 3.18 -1.25 -0.52
N 0.03 2.72 0.10 -0.32
C -0.98 3.24 1.02 -0.19
N -0.93 4.72 1.03 0.00
C -1.16 5.17 -0.35 -0.71
N -0.17 4.65 -1.32 -0.05
C 1.17 5.06 -0.84 -0.65
N 1.48 4.60 0.52 0.12
C 1.37 3.12 0.53 -0.20
C 0.43 5.13 1.42 -0.66
H -1.22 2.84 -1.57 0.24
H 0.53 2.77 -1.94 0.34
H -0.77 2.87 2.04 -0.03
H -1.97 2.89 0.73 0.17
H -1.13 6.26 -0.37 0.33
H -2.16 4.84 -0.66 0.39
H 1.22 6.15 -0.86 0.35
H 1.92 4.66 -1.53 0.33
H 1.56 2.76 1.54 -0.09
H 2.12 2.70 -0.13 0.06
H 0.49 6.22 1.41 0.37
H 0.63 4.78 2.43 0.33
C -3.20 -2.77 -1.33 -0.73
N -3.50 -3.31 0.04 0.00
C -4.80 -2.76 0.54 -0.68
C -2.39 -3.00 1.04 -0.61
C -1.07 -3.51 0.52 0.28
C -0.89 -4.90 0.57 -0.60
C 0.28 -5.48 0.10 -0.58
C 1.26 -4.64 -0.42 -0.61
C 1.05 -3.26 -0.46 -0.51
C -0.12 -2.61 -0.01 0.27
H -3.98 -3.10 -2.01 0.36
H -2.22 -3.11 -1.63 0.31
H -3.18 -1.68 -1.23 0.19
H -3.55 -4.32 -0.02 0.38
H -4.67 -1.68 0.59 0.23
H -5.00 -3.16 1.53 0.30
H -5.60 -3.03 -0.15 0.33
H -2.69 -3.48 1.97 0.50
H -2.36 -1.92 1.13 -0.06
H -1.66 -5.54 1.01 0.25
H 0.43 -6.55 0.15 0.36
H 2.19 -5.06 -0.78 0.33
H 1.85 -2.65 -0.87 0.29
```

Frontier orbital gap   5.07 eV
Energy above the lowest of the compared OMol25 structures with the same formula, charge and spin   359.8 kJ/mol
Lowest unoccupied orbital energy   2.361 eV
Total charge   -1
Spin multiplicity   1
E_HOMO   -0.09956 Ha

# C25H35AlN2O2Si

A molecular structure, C25H35AlN2O2Si (ωB97M-V/def2-TZVPD, OMol25).

```
66
Properties=species:S:1:pos:R:3:nbo_charge:R:1
Al -0.15 0.78 -1.00 1.66
O 0.32 -0.18 -2.47 -0.84
C -0.27 -1.05 -3.23 0.41
C 0.49 -1.91 -4.04 -0.28
C -0.12 -2.86 -4.83 -0.15
C -1.51 -3.00 -4.87 -0.28
C -2.28 -2.15 -4.11 -0.15
C -1.68 -1.18 -3.28 -0.19
C -2.52 -0.25 -2.59 0.20
N -2.10 0.64 -1.76 -0.58
C -3.09 1.61 -1.28 -0.23
C -2.61 2.08 0.08 -0.24
N -1.18 2.32 -0.07 -0.58
C -0.64 3.34 0.48 0.23
C 0.75 3.67 0.36 -0.26
C 1.26 4.74 1.12 -0.13
C 2.57 5.13 1.00 -0.28
C 3.39 4.46 0.08 -0.17
C 2.92 3.42 -0.68 -0.24
C 1.59 2.98 -0.55 0.41
O 1.17 1.98 -1.29 -0.85
H 1.57 -1.80 -4.02 0.23
H 0.50 -3.51 -5.44 0.21
H -1.97 -3.75 -5.49 0.22
H -3.36 -2.22 -4.13 0.21
H -3.59 -0.30 -2.82 0.17
H -4.09 1.18 -1.23 0.20
H -3.11 2.46 -1.97 0.20
H -2.76 1.28 0.81 0.21
H -3.14 2.97 0.42 0.20
H -1.26 4.02 1.08 0.18
H 0.60 5.25 1.80 0.21
H 2.96 5.94 1.59 0.22
H 4.42 4.76 -0.03 0.21
H 3.55 2.90 -1.39 0.22
C 2.29 0.05 1.32 -1.14
Si 0.54 -0.61 1.00 1.02
C -0.34 -0.40 2.72 -0.47
C -0.68 1.07 2.98 -0.60
C 0.59 -0.81 3.87 -0.61
C -1.63 -1.22 2.81 -0.61
C 0.72 -2.47 0.55 -0.48
C 1.25 -3.34 1.69 -0.61
C 1.73 -2.57 -0.61 -0.61
C -0.60 -3.07 0.05 -0.60
H 2.86 -0.60 1.99 0.22
H 2.26 1.05 1.77 0.23
H 2.86 0.15 0.39 0.24
H 0.17 1.73 2.83 0.21
H -1.02 1.19 4.02 0.20
H -1.49 1.42 2.34 0.19
H 1.47 -0.18 3.92 0.21
H 0.93 -1.84 3.80 0.21
H 0.06 -0.71 4.82 0.20
H -2.28 -1.07 1.94 0.20
H -2.20 -0.92 3.70 0.20
H -1.43 -2.29 2.89 0.21
H 2.19 -2.97 2.09 0.21
H 1.42 -4.36 1.32 0.20
H 0.53 -3.42 2.51 0.20
H 2.67 -2.06 -0.39 0.21
H 1.34 -2.17 -1.53 0.22
H 1.97 -3.63 -0.78 0.20
H -1.33 -3.20 0.86 0.20
H -0.42 -4.05 -0.40 0.20
H -1.07 -2.44 -0.71 0.20
```

Frontier orbital gap   7.27 eV
Energy above the lowest of the compared OMol25 structures with the same formula, charge and spin   7.4 kJ/mol
Lowest unoccupied orbital energy   -0.182 eV
Spin multiplicity   1
E_HOMO   -0.27396 Ha

# C25H35AlNO5S

A molecular structure, C25H35AlNO5S (ωB97M-V/def2-TZVPD, OMol25).

```
68
Properties=species:S:1:pos:R:3:nbo_charge:R:1
Al 9.47 9.86 7.25 2.02
C 16.56 13.82 6.57 -0.62
C 15.41 13.00 6.10 -0.04
C 14.23 13.56 5.67 -0.23
C 13.06 12.79 5.52 0.07
C 11.73 13.58 5.44 -0.64
C 13.16 11.37 5.61 -0.16
C 14.44 10.82 5.66 0.02
C 14.76 9.34 5.40 -0.63
C 15.52 11.63 6.00 -0.19
C 11.82 10.60 5.50 0.81
O 11.62 9.77 4.62 -0.64
O 10.86 10.91 6.44 -0.89
H 16.13 14.66 7.08 0.22
H 17.21 14.24 5.80 0.21
H 17.10 13.17 7.31 0.21
H 14.02 14.64 5.49 0.20
H 11.27 13.44 4.48 0.21
H 11.99 14.64 5.54 0.20
H 11.03 13.32 6.20 0.27
H 15.61 8.95 5.93 0.20
H 14.87 9.26 4.32 0.22
H 13.87 8.69 5.63 0.22
H 16.45 11.12 6.20 0.19
C 6.28 11.52 9.11 -0.62
C 6.93 12.82 8.57 -0.21
C 6.60 13.16 7.04 -0.62
C 8.39 13.07 8.92 -0.14
C 8.75 14.42 8.89 -0.20
C 10.02 14.80 9.31 -0.38
C 10.97 13.89 9.69 -0.18
C 10.84 12.54 9.52 -0.14
C 11.91 11.48 9.80 -0.24
C 13.27 12.05 10.10 -0.60
C 11.56 10.59 11.00 -0.60
C 9.45 12.03 9.12 0.27
N 9.18 10.82 8.81 -1.25
H 5.17 11.33 8.92 0.18
H 6.53 11.43 10.17 0.21
H 6.80 10.69 8.63 0.24
H 6.44 13.60 9.20 0.18
H 7.22 12.43 6.48 0.21
H 6.88 14.13 6.61 0.20
H 5.53 12.89 6.83 0.18
H 8.04 15.19 8.59 0.18
H 10.20 15.89 9.28 0.18
H 11.92 14.16 10.16 0.17
H 11.92 10.88 8.88 0.21
H 13.22 12.67 10.99 0.19
H 13.62 12.72 9.31 0.21
H 13.95 11.26 10.14 0.19
H 12.01 11.02 11.86 0.18
H 11.95 9.56 10.89 0.16
H 10.47 10.50 11.12 0.24
O 6.90 7.82 6.92 -0.67
C 7.17 8.72 6.11 0.67
O 7.91 9.76 6.41 -0.88
H 6.76 8.78 5.03 0.09
C 8.82 6.10 8.96 -0.82
S 10.21 6.74 8.00 1.28
C 11.54 6.83 9.29 -0.79
O 9.82 8.20 7.78 -1.04
H 9.10 5.24 9.56 0.23
H 8.02 5.88 8.29 0.27
H 8.47 6.79 9.73 0.27
H 11.06 6.75 10.29 0.24
H 12.13 7.74 9.17 0.28
H 12.22 5.92 9.14 0.23
```

Frontier orbital gap   3.71 eV
Energy above the lowest of the compared OMol25 structures with the same formula, charge and spin   90.2 kJ/mol
Lowest unoccupied orbital energy   1.730 eV
Total charge   -1
Spin multiplicity   1
E_HOMO   -0.07276 Ha

# C25H35BrNO10PS4

3 unconnected molecules or ions with the total composition C25H35BrNO10PS4 (ωB97M-V/def2-TZVPD, OMol25).

```
77
Properties=species:S:1:pos:R:3:mulliken_charge:R:1
C 0.71 0.86 4.58 -0.81
C -0.16 1.53 3.78 -0.40
C -0.87 0.87 2.62 -0.10
C 0.11 0.57 1.52 0.71
C 0.45 -0.66 1.12 1.36
C -0.14 -1.93 1.69 -1.30
C -1.60 -2.12 1.28 -0.93
C -1.81 -2.21 -0.25 -0.42
S -2.73 -0.76 -0.89 -0.22
C 1.49 -0.80 0.05 -1.02
O 2.30 -1.68 0.12 -0.56
C 1.43 0.25 -1.03 -0.15
C 1.07 1.53 -0.59 0.60
C 1.01 2.58 -1.48 -0.96
C 1.31 2.36 -2.81 0.85
P 1.24 3.87 -3.86 0.14
S 1.52 5.51 -2.84 -0.38
C 1.63 1.08 -3.31 0.89
C 1.92 0.99 -4.80 -1.98
N 1.50 -0.25 -5.44 -0.10
C 0.05 -0.29 -5.68 -1.02
C 1.70 0.01 -2.39 0.54
C 2.06 -1.40 -2.84 -1.42
C 3.49 -1.49 -3.37 0.39
C 3.70 -2.78 -4.16 -1.27
Br 4.81 -1.35 -1.92 -0.15
C 0.73 1.74 0.84 -0.05
O 0.92 2.79 1.40 -0.61
H 1.75 1.15 4.67 0.25
H 0.35 0.00 5.15 0.32
H -0.39 2.58 3.99 0.27
H -1.59 1.59 2.21 0.09
H -1.36 -0.03 3.00 0.12
H -0.02 -1.94 2.77 0.30
H 0.42 -2.78 1.31 0.43
H -2.27 -1.35 1.66 0.45
H -1.94 -3.06 1.72 0.42
H -0.87 -2.33 -0.79 0.18
H -2.49 -3.04 -0.43 0.49
H -2.40 0.16 0.03 0.03
H 0.75 3.57 -1.11 0.16
H 2.28 3.77 -4.80 0.10
H 0.00 3.86 -4.52 0.13
H 3.00 1.10 -4.93 0.39
H 1.48 1.83 -5.35 0.59
H 1.95 -0.29 -6.34 0.31
H -0.52 0.30 -4.97 0.32
H -0.19 -0.03 -6.72 0.33
H -0.29 -1.33 -5.56 0.33
H 1.95 -2.13 -2.05 0.76
H 1.39 -1.70 -3.64 0.39
H 3.72 -0.64 -4.01 0.17
H 4.65 -3.25 -3.93 0.42
H 2.90 -3.50 -3.95 0.32
H 3.70 -2.58 -5.23 0.28
C -1.77 5.26 1.15 -0.03
C -2.35 4.90 2.49 -0.14
O -3.71 5.35 2.42 -0.36
S -4.25 5.20 0.91 1.03
O -4.97 3.99 0.79 -0.53
O -4.80 6.45 0.51 -0.54
O -2.82 5.00 0.21 -0.25
H -1.51 6.32 1.09 0.30
H -0.89 4.66 0.90 0.01
H -1.84 5.38 3.32 0.34
H -2.36 3.82 2.65 0.21
C -0.29 -5.39 4.25 -0.33
C -0.96 -5.97 5.48 -0.42
O -1.58 -4.85 6.12 -0.30
S -2.06 -3.80 5.01 1.10
O -3.43 -4.01 4.74 -0.57
O -1.54 -2.52 5.34 -0.50
O -1.21 -4.40 3.78 -0.21
H 0.65 -4.89 4.50 0.29
H -0.11 -6.13 3.48 0.34
H -0.25 -6.45 6.16 0.32
H -1.74 -6.69 5.21 0.30
```

Frontier orbital gap   7.03 eV
SMILES   C=CCC1=C(CCCS)C(=O)c2c(cc([PH2]=S)c(CNC)c2C[C@H](C)Br)C1=O.O=S1(=O)OCCO1.O=S1(=O)OCCO1
Lowest unoccupied orbital energy   -1.095 eV
Spin multiplicity   1
E_HOMO   -0.29842 Ha

We obtain max |F| values of 3.19; 0.98; 8.46; 0.37; 4.60; 1.90 eV Å⁻¹ for the records listed above, in that order.